(1)
67
Properties=species:S:1:pos:R:3 method="wB97M-V/def2-TZVPD" e_tot_ha=-3724.61496 gap_ev="7.1 / 7.0" multiplicity=2 total_charge=+2 s_squared=0.75 e_lumo_ev="-6.0 / -6.2"
Ti 0.039 -0.492 0.432
C -3.506 -0.584 1.890
C -2.980 -1.403 3.062
S -1.195 -1.171 3.257
C -0.555 -2.857 3.380
C -0.862 -3.787 2.219
S -0.323 -3.181 0.581
C -1.828 -3.455 -0.402
C -3.052 -2.675 0.054
S -2.724 -0.901 0.280
H -4.580 -0.722 1.770
H -3.328 0.480 2.053
H -3.478 -1.066 3.971
H -3.199 -2.465 2.961
H 0.521 -2.711 3.496
H -0.914 -3.315 4.302
H -0.360 -4.742 2.375
H -1.927 -3.994 2.145
H -1.555 -3.184 -1.420
H -2.033 -4.525 -0.395
H -3.834 -2.779 -0.697
H -3.450 -3.063 0.988
N -1.495 2.945 -1.768
C -1.157 4.134 -1.066
C -0.970 5.326 -1.743
C -0.607 6.462 -1.033
C -0.393 6.398 0.336
C -0.548 5.193 1.009
C -0.958 4.075 0.305
S -1.301 2.534 1.102
N -0.795 1.452 -0.131
C -1.077 1.730 -1.362
C -0.844 0.647 -2.345
C -1.029 0.783 -3.710
C -0.722 -0.274 -4.550
C -0.205 -1.435 -3.999
C -0.046 -1.494 -2.627
N -0.383 -0.494 -1.808
H -1.720 3.068 -2.742
H -1.112 5.372 -2.817
H -0.481 7.399 -1.558
H -0.104 7.284 0.883
H -0.379 5.127 2.076
H -1.399 1.705 -4.137
H -0.864 -0.186 -5.619
H 0.078 -2.273 -4.621
H 0.395 -2.366 -2.161
C 1.705 1.221 2.464
O 0.925 0.277 1.773
H 1.636 2.200 1.986
H 2.752 0.910 2.469
H 1.356 1.308 3.494
C 5.102 -2.583 1.096
C 4.097 -1.787 0.339
C 4.248 -0.789 -0.601
C 2.954 -0.407 -0.973
N 2.047 -1.129 -0.307
N 2.774 -1.951 0.496
C 2.578 0.682 -1.925
H 6.090 -2.436 0.667
H 4.872 -3.648 1.065
H 5.140 -2.274 2.141
H 5.176 -0.390 -0.976
H 2.316 -2.621 1.087
H 3.476 1.184 -2.277
H 1.943 1.424 -1.436
H 2.051 0.289 -2.796

=====

(2)
65
Properties=species:S:1:pos:R:3 method="wB97M-V/def2-TZVPD" e_tot_ha=-4826.28136 gap_ev=7.3 multiplicity=1 total_charge=+2 e_lumo_ev=-6.2
Hf -0.130 -0.109 -0.470
Cl -1.648 0.003 4.126
C -0.002 0.017 3.652
C 1.001 0.188 4.612
C 2.327 0.181 4.245
Cl 3.538 0.391 5.434
C 2.699 -0.008 2.888
C 4.026 -0.066 2.439
C 4.264 -0.263 1.100
C 3.192 -0.388 0.214
N 1.918 -0.352 0.582
C 1.667 -0.162 1.915
C 0.302 -0.148 2.299
O -0.620 -0.343 1.369
H 0.727 0.320 5.649
H 4.837 0.042 3.143
H 5.273 -0.319 0.728
H 3.401 -0.539 -0.836
C -4.630 1.356 -0.744
O -4.093 0.717 -1.914
C -2.912 0.178 -1.862
O -2.205 0.095 -0.837
N -2.529 -0.396 -3.016
N -1.278 -1.037 -3.064
H -5.701 1.426 -0.923
H -4.196 2.352 -0.645
H -4.425 0.766 0.151
H -3.112 -0.303 -3.843
H -0.726 -0.640 -3.825
H -1.416 -2.033 -3.253
C -2.492 -2.396 1.229
C -1.304 -2.948 0.552
N -0.581 -2.305 -0.346
C 0.443 -3.091 -0.832
C 0.503 -4.340 -0.281
S -0.749 -4.548 0.866
C 1.287 -2.528 -1.872
C 2.084 -3.226 -2.735
S 2.886 -2.166 -3.803
C 2.123 -0.823 -3.031
N 1.306 -1.158 -2.053
C 2.453 0.548 -3.476
H -3.005 -1.707 0.560
H -2.194 -1.811 2.104
H -3.160 -3.190 1.553
H 1.198 -5.129 -0.488
H 2.225 -4.285 -2.800
H 3.295 0.529 -4.166
H 2.713 1.181 -2.629
H 1.606 1.015 -3.976
F 1.957 3.921 -1.132
C 0.890 3.783 -1.886
F 0.270 4.922 -2.073
F 1.301 3.334 -3.079
S -0.247 2.446 -1.181
O 0.418 1.832 -0.027
O -0.236 1.376 -2.184
N -1.693 2.923 -0.960
S -1.647 4.031 0.239
O -2.619 5.037 0.109
O -0.249 4.303 0.375
C -2.125 2.930 1.708
F -3.364 3.133 2.112
F -1.291 3.040 2.723
F -2.056 1.654 1.257

=====

(3)
75
Properties=species:S:1:pos:R:3 method="wB97M-V/def2-TZVPD" e_tot_ha=-3315.28685 gap_ev="4.6 / 3.7" multiplicity=6 total_charge=0 s_squared=8.80 e_lumo_ev="-0.2 / -3.1"
Ru 8.089 12.078 12.395
O 6.850 15.496 14.498
C 6.984 14.383 14.102
N 7.129 13.883 12.777
C 6.840 14.755 11.772
O 6.539 15.947 11.907
C 6.913 14.185 10.400
C 6.278 14.851 9.284
C 6.224 14.207 8.082
C 6.909 12.973 7.986
C 7.536 12.459 9.059
N 7.504 12.982 10.295
C 7.237 13.260 15.025
C 7.017 13.391 16.389
C 7.501 12.447 17.251
C 8.150 11.336 16.784
C 8.374 11.247 15.436
N 7.889 12.169 14.619
H 5.837 15.888 9.398
H 5.686 14.630 7.169
H 7.046 12.448 7.025
H 7.973 11.467 8.945
H 6.478 14.287 16.755
H 7.494 12.681 18.318
H 8.582 10.555 17.422
H 8.831 10.356 15.011
S 10.568 12.901 12.787
P 10.707 10.975 12.265
C 9.020 10.491 12.172
P 7.808 9.285 11.688
S 6.257 10.582 11.947
C 7.549 7.668 12.444
C 7.351 7.607 13.858
C 7.645 6.477 14.585
C 7.968 5.273 13.913
C 8.003 5.267 12.512
C 7.963 6.461 11.807
C 7.814 8.890 9.895
C 9.062 8.725 9.261
C 9.028 8.463 7.859
C 7.840 8.259 7.198
C 6.643 8.328 7.858
C 6.613 8.757 9.161
C 11.781 9.943 13.238
C 12.348 8.818 12.695
C 12.830 7.781 13.457
C 12.723 7.821 14.866
C 12.343 9.043 15.441
C 11.872 10.064 14.621
C 11.546 11.151 10.686
C 12.887 11.483 10.778
C 13.698 11.767 9.689
C 13.139 11.599 8.427
C 11.774 11.318 8.233
C 10.953 11.086 9.379
H 7.199 8.541 14.411
H 7.486 6.476 15.697
H 8.409 4.432 14.446
H 8.025 4.379 11.952
H 8.218 6.398 10.782
H 10.065 8.867 9.774
H 9.933 8.583 7.241
H 7.843 8.144 6.131
H 5.795 7.857 7.399
H 5.735 9.035 9.690
H 12.523 8.676 11.626
H 13.193 6.908 12.880
H 13.204 7.117 15.525
H 12.494 9.271 16.521
H 11.368 10.946 15.056
H 13.358 11.454 11.745
H 14.736 12.123 9.979
H 13.794 11.844 7.532
H 11.381 11.236 7.212
H 9.884 10.990 9.245

=====

(4)
136
Properties=species:S:1:pos:R:3 method="wB97M-V/def2-TZVPD" e_tot_ha=-2664.42093 gap_ev=8.7 multiplicity=1 smiles="COCCNCCOC.COCCNCCOC.COCCNCCOC.COCCNCCOC.COCCNCCOC.NC(N)=O.NC(N)=O" total_charge=0 e_lumo_ev=0.3
C -8.872 -8.614 2.749
O -7.741 -8.389 1.963
C -7.231 -7.089 2.223
C -5.802 -6.938 1.521
N -5.193 -5.660 1.891
C -4.036 -5.548 0.973
C -3.353 -4.181 1.260
O -4.244 -3.098 1.201
C -3.765 -1.844 0.776
H -8.803 -8.167 3.741
H -9.092 -9.680 2.802
H -9.738 -8.274 2.182
H -7.193 -6.760 3.262
H -7.925 -6.487 1.637
H -5.871 -7.168 0.458
H -5.267 -7.759 1.998
H -5.801 -4.857 1.806
H -4.310 -5.583 -0.081
H -3.393 -6.393 1.222
H -2.609 -3.993 0.487
H -2.862 -4.179 2.233
H -2.911 -1.396 1.284
H -4.629 -1.212 0.570
H -3.324 -2.084 -0.192
C 2.193 -0.684 -2.374
O 1.733 0.337 -3.247
C 2.766 0.939 -3.976
C 2.177 2.068 -4.831
N 3.225 2.837 -5.587
C 3.908 1.998 -6.578
C 4.517 2.822 -7.677
O 5.841 3.177 -7.266
C 6.558 3.898 -8.238
H 2.754 -1.485 -2.856
H 1.453 -1.168 -1.738
H 2.726 -0.229 -1.539
H 3.377 0.240 -4.547
H 3.430 1.362 -3.223
H 1.621 2.773 -4.213
H 1.353 1.744 -5.467
H 3.805 3.368 -4.953
H 3.239 1.205 -6.911
H 4.754 1.561 -6.048
H 3.851 3.577 -8.095
H 4.758 2.099 -8.457
H 6.198 4.925 -8.297
H 6.557 3.426 -9.220
H 7.601 3.976 -7.930
C -5.728 2.627 0.579
O -4.972 3.751 0.185
C -3.920 4.158 1.144
C -3.045 5.268 0.455
N -2.595 4.708 -0.777
C -2.037 5.659 -1.783
C -1.272 4.946 -2.880
O -0.405 3.886 -2.519
C 0.683 4.292 -1.640
H -5.195 1.682 0.475
H -6.506 2.655 -0.184
H -6.113 2.880 1.567
H -3.356 3.252 1.367
H -4.403 4.516 2.053
H -2.196 5.528 1.087
H -3.667 6.155 0.336
H -3.308 4.030 -1.006
H -1.349 6.302 -1.234
H -2.777 6.294 -2.270
H -0.718 5.711 -3.424
H -2.026 4.530 -3.547
H 0.373 4.574 -0.634
H 1.277 5.101 -2.065
H 1.311 3.423 -1.447
C -0.979 -1.243 3.111
O -0.123 -1.988 4.033
C 1.247 -1.561 4.056
C 1.252 -0.181 4.800
N 0.411 -0.247 6.033
C 0.720 0.837 6.972
C 2.049 0.537 7.741
O 1.881 -0.807 8.167
C 3.028 -1.315 8.749
H -0.519 -1.081 2.136
H -1.253 -0.269 3.516
H -1.896 -1.832 3.077
H 1.762 -1.346 3.120
H 1.694 -2.411 4.571
H 0.873 0.622 4.168
H 2.270 0.086 5.084
H 0.509 -1.071 6.607
H -0.043 0.848 7.751
H 0.702 1.818 6.497
H 2.078 1.305 8.514
H 2.917 0.684 7.097
H 3.795 -1.492 7.995
H 2.832 -2.304 9.162
H 3.403 -0.536 9.412
C 4.462 -2.620 0.212
O 4.914 -1.713 -0.843
C 6.109 -0.997 -0.643
C 5.916 0.332 0.194
N 4.851 1.151 -0.417
C 4.275 2.112 0.529
C 3.601 1.485 1.725
O 2.666 0.440 1.306
C 1.510 0.935 0.688
H 3.973 -2.123 1.050
H 5.374 -3.108 0.557
H 3.774 -3.398 -0.117
H 6.528 -0.816 -1.633
H 6.894 -1.597 -0.183
H 6.852 0.890 0.217
H 5.733 0.178 1.257
H 4.258 0.615 -1.034
H 3.588 2.794 0.026
H 5.115 2.743 0.819
H 3.142 2.240 2.363
H 4.267 0.877 2.337
H 0.957 0.075 0.311
H 1.748 1.489 -0.220
H 0.868 1.538 1.331
C -1.950 -2.075 -4.300
O -2.443 -2.707 -5.245
N -1.780 -2.528 -3.124
N -1.490 -0.860 -4.324
H -2.040 -3.499 -3.032
H -1.720 -1.833 -2.393
H -1.433 -0.506 -3.380
H -1.676 -0.266 -5.119
C -1.256 0.510 -1.258
O -1.057 -0.650 -1.202
N -1.815 1.221 -0.239
N -0.834 1.245 -2.254
H -2.001 0.755 0.637
H -1.889 2.226 -0.313
H -0.954 2.242 -2.362
H -0.128 0.807 -2.828

=====

(5)
8
Properties=species:S:1:pos:R:3 method="wB97M-V/def2-TZVPD" e_tot_ha=-2067.20205 gap_ev=10.8 multiplicity=1 total_charge=0 e_lumo_ev=-0.6
C -2.594 -0.146 0.017
O -3.404 0.398 -0.686
O 2.092 0.585 1.221
F 1.311 0.235 -1.141
S 2.504 0.789 -0.124
Cl 4.048 -0.632 -0.447
Cl -2.480 0.170 1.695
Cl -1.478 -1.398 -0.536

=====

(6)
56
Properties=species:S:1:pos:R:3 method="wB97M-V/def2-TZVPD" e_tot_ha=-2110.19456 gap_ev="7.0 / 7.5" multiplicity=3 total_charge=+1 s_squared=2.02 e_lumo_ev="-3.2 / -2.9"
V 0.093 0.141 -0.338
C 2.943 1.154 1.224
C 3.421 -0.287 1.001
C 3.100 -0.890 -0.361
N 1.671 -1.176 -0.547
C 1.320 -2.291 -1.176
C 2.253 -3.102 -1.878
C 2.179 -4.391 -2.344
C 1.129 -5.305 -2.272
C -0.147 -5.007 -1.869
C -0.698 -3.778 -1.493
C -0.130 -2.531 -1.254
N -0.889 -1.424 -1.024
C -2.317 -1.552 -1.345
C -3.164 -0.284 -1.224
C -2.448 1.005 -1.624
N -1.555 1.342 -0.534
C -1.874 2.130 0.470
C -3.045 2.936 0.491
C -3.479 3.873 1.387
C -2.902 4.316 2.587
C -1.766 3.819 3.164
C -0.923 2.781 2.737
C -0.934 2.002 1.597
N -0.042 0.987 1.394
C 0.836 0.562 2.481
C 2.151 1.337 2.515
H 2.318 1.480 0.384
H 3.796 1.834 1.223
H 3.015 -0.952 1.768
H 4.505 -0.333 1.121
H 3.679 -1.809 -0.441
H 3.450 -0.219 -1.156
H 3.201 -2.622 -2.072
H 3.086 -4.755 -2.814
H 1.328 -6.315 -2.605
H -0.859 -5.824 -1.897
H -1.765 -3.828 -1.344
H -2.785 -2.308 -0.707
H -2.391 -1.923 -2.374
H -3.518 -0.159 -0.198
H -4.049 -0.432 -1.846
H -3.164 1.788 -1.871
H -1.848 0.842 -2.525
H -3.699 2.806 -0.359
H -4.412 4.356 1.119
H -3.419 5.110 3.110
H -1.476 4.270 4.106
H -0.124 2.566 3.432
H 1.050 -0.497 2.320
H 0.316 0.616 3.440
H 2.744 0.987 3.364
H 1.958 2.400 2.678
N 1.445 2.210 -2.580
C 0.968 1.483 -1.825
H 1.865 2.856 -3.219

=====

(7)
11
Properties=species:S:1:pos:R:3 method="wB97M-V/def2-TZVPD" e_tot_ha=-653.63406 gap_ev=9.8 multiplicity=1 smiles="CC#C/C=C/Cl" total_charge=0 e_lumo_ev=1.0
C 3.825 0.201 0.001
C 2.385 -0.056 0.006
C 1.202 -0.262 -0.002
C -0.199 -0.556 0.001
C -1.116 0.401 0.000
H 4.290 -0.288 -0.883
H 4.278 -0.196 0.902
H 4.036 1.305 -0.047
H -0.511 -1.592 0.007
H -0.866 1.451 -0.002
Cl -2.812 0.056 -0.001

=====

(8)
9
Properties=species:S:1:pos:R:3 method="wB97M-V/def2-TZVPD" e_tot_ha=-967.08095 gap_ev="8.0 / 6.4" multiplicity=1 total_charge=0 e_lumo_ev="-1.6 / -2.3"
C -2.370 -0.037 -0.487
C -1.096 0.101 -0.017
C 0.011 1.027 0.335
N -3.405 0.121 -0.913
S 2.833 -1.406 -0.636
S 0.330 -0.811 0.197
H 0.140 1.273 1.402
H 0.445 1.438 -0.536
H 3.112 -1.707 0.655

=====

(9)
11
Properties=species:S:1:pos:R:3 method="wB97M-V/def2-TZVPD" e_tot_ha=-1525.76758 gap_ev=8.9 multiplicity=1 total_charge=0 e_lumo_ev=0.2
C 1.688 0.109 -0.535
Si -0.623 -0.102 0.330
S -0.291 -1.386 2.123
S -2.145 -0.826 -1.014
S -1.143 1.963 0.640
H 2.142 -0.533 0.190
H 1.468 -0.280 -1.541
H 1.737 1.204 -0.577
H -0.933 -2.555 1.575
H -2.085 0.280 -1.869
H 0.184 2.126 0.679

=====

(10)
34
Properties=species:S:1:pos:R:3 method="wB97M-V/def2-TZVPD" e_tot_ha=-2924.74374 gap_ev="7.9 / 7.3" multiplicity=1 total_charge=0 e_lumo_ev="0.7 / 0.7"
C -1.494 -0.370 1.680
C 1.387 -1.840 0.909
C 0.797 -1.631 2.253
C -1.085 0.561 0.618
C 0.641 -1.258 -0.301
C -2.299 0.575 -0.312
C -0.978 2.035 1.105
C -0.376 -2.200 -0.572
C 1.603 -0.997 -1.547
C 1.802 1.958 -0.334
N 0.223 0.169 0.029
O 1.288 0.849 0.455
Se 1.380 -0.160 3.204
H -2.174 -1.127 1.265
H -1.418 -0.305 2.808
H 2.415 -1.516 1.110
H 1.532 -2.881 0.678
H 0.094 -2.191 2.723
H -2.562 -0.364 -0.611
H -2.124 1.320 -1.096
H -3.135 1.010 0.274
H -0.119 2.339 1.691
H -1.854 2.215 1.817
H -1.289 2.664 0.263
H -0.072 -3.154 -0.981
H -1.115 -1.807 -1.240
H -0.784 -2.447 0.360
H 1.823 -1.840 -2.163
H 2.607 -0.528 -1.213
H 0.924 -0.414 -2.082
H 2.246 2.705 0.309
H 1.079 2.368 -1.039
H 2.514 1.663 -1.108
H 2.473 0.184 2.104